Record 1
ORCA calculation (wB97M-V/def2-TZVPD) on one molecule with the formula C5H6O.

Values from the calculation:
SMILES   C#CCCC=O
Energy above the lowest of the compared OMol25 structures with the same formula, charge and spin   1.805 eV
LUMO level   0.91 eV
Net charge   0
HOMO energy   -9.89 eV

CARTESIAN COORDINATES (ANGSTROEM)
O 1.51 -2.09 0.81
C -1.09 0.69 -1.15
C -0.16 -0.34 -0.67
C 1.27 -1.02 1.32
C 0.34 0.01 0.74
C -1.72 1.63 -1.56
H 1.73 -0.74 2.29
H 0.84 0.99 0.74
H 0.66 -0.36 -1.39
H -2.30 2.46 -1.89
H -0.60 -1.34 -0.67
H -0.50 0.12 1.43

=====

Record 2
ORCA calculation (wB97M-V/def2-TZVPD) on a 2-piece molecular cluster, C5H14NO overall in a non-equilibrium geometry.

Values from the calculation:
Energy above the lowest of the compared OMol25 structures with the same formula, charge and spin   3.087 eV
LUMO level   -5.19 eV
Net charge   +1
HOMO energy   -13.29 eV

CARTESIAN COORDINATES (ANGSTROEM)
O 4.00 2.48 3.34
N -2.62 -0.79 -1.07
C -1.62 -0.50 -0.13
C 1.67 0.31 -0.36
C 1.01 -1.04 -0.08
C -3.40 -0.01 -1.71
C -0.35 -1.15 -0.79
H -0.28 -0.62 -1.76
H -4.32 -0.39 -2.18
H 0.97 -1.41 1.04
H 2.51 0.46 0.20
H 3.78 3.34 3.78
H 1.59 -1.75 -0.65
H 0.96 1.09 -0.03
H -3.02 0.96 -1.63
H -2.84 -1.72 -1.29
H -1.91 -0.99 0.90
H -1.43 0.57 0.14
H -0.54 -2.24 -1.06
H 1.99 0.22 -1.40
H 5.03 2.57 3.15

=====

Record 3
ORCA calculation (wB97M-V/def2-TZVPD) on a 2-piece molecular cluster, C2H6NO6 overall in a non-equilibrium geometry.

Values from the calculation:
Energy above the lowest of the compared OMol25 structures with the same formula, charge and spin   0.715 eV
LUMO level   3.84 eV
Net charge   -1
HOMO energy   -4.76 eV

CARTESIAN COORDINATES (ANGSTROEM)
O 0.52 1.56 1.39
O -0.76 2.52 -0.29
O -2.35 0.65 0.99
O 0.58 0.71 -0.81
O 1.91 -1.49 -0.17
O -2.33 -1.64 -0.02
N -1.14 -0.87 -0.11
C -1.29 0.36 0.35
C -0.12 1.35 0.07
H -0.36 -1.04 -0.76
H 1.54 1.77 1.10
H 1.63 -0.61 -0.59
H 1.46 -1.83 0.58
H -1.50 2.57 0.32
H -2.90 -0.78 0.26

=====

Record 4
ORCA calculation (wB97M-V/def2-TZVPD) on a 7-piece molecular cluster, C31H75ClN5O10 overall in a non-equilibrium geometry.

Values from the calculation:
Energy above the lowest of the compared OMol25 structures with the same formula, charge and spin   0.106 eV
LUMO level   2.43 eV
Net charge   -1
HOMO energy   -5.85 eV

CARTESIAN COORDINATES (ANGSTROEM)
Cl -7.36 2.78 -15.78
O -2.78 0.31 -14.48
O -6.27 3.12 -14.93
O -8.76 -1.29 -21.59
O -7.27 1.39 -16.00
O -5.42 7.21 -14.97
O -11.39 7.81 -19.66
O -8.55 3.19 -12.15
O -4.61 3.57 -18.86
O -7.19 3.49 -17.01
O -8.56 3.08 -15.05
N -2.89 7.68 -13.80
N -8.63 -0.65 -18.03
N -4.88 2.74 -20.01
N -3.41 3.10 -14.14
N -11.47 7.14 -18.47
C -5.88 2.50 -22.28
C -4.96 0.49 -21.17
C -4.24 1.44 -20.10
C -8.37 -2.34 -22.35
C -6.50 6.63 -15.83
C -9.20 6.19 -18.82
C -10.24 8.60 -16.84
C -8.08 1.88 -12.11
C -4.27 0.71 -18.72
C -3.66 0.74 -13.45
C -10.48 5.38 -16.86
C -4.09 4.30 -21.83
C -6.35 4.44 -20.81
C -12.51 9.21 -17.54
C -12.15 7.20 -16.13
C -3.39 -0.73 -15.26
C -3.21 2.13 -13.04
C -8.90 -0.25 -19.41
C -5.07 1.27 -22.50
C -8.51 1.18 -19.59
C -11.60 8.03 -17.32
C -5.26 3.51 -21.22
C -2.78 1.53 -20.42
C -10.61 5.92 -18.35
C -5.03 6.41 -13.80
C -3.97 7.15 -13.00
C -3.92 2.75 -11.83
C -11.30 4.81 -19.23
C -8.27 -1.33 -20.31
C -11.74 5.71 -16.08
C -4.62 8.30 -12.22
H -8.67 7.02 -18.36
H -11.75 5.19 -15.12
H -4.69 0.78 -13.82
H -2.66 -0.99 -16.03
H -11.54 4.92 -20.28
H -5.51 7.91 -11.73
H -12.63 9.75 -16.60
H -8.57 1.55 -20.61
H -4.41 3.18 -14.22
H -9.60 5.75 -16.34
H -3.48 4.78 -21.06
H -10.57 8.31 -19.63
H -3.81 8.65 -11.58
H -7.51 1.40 -19.21
H -3.47 -1.69 -14.75
H -2.15 7.64 -13.11
H -9.08 6.25 -19.90
H -5.91 6.23 -13.18
H -5.31 0.71 -18.39
H -5.37 3.42 -18.30
H -7.06 1.77 -12.48
H -3.94 -0.32 -18.82
H -4.33 -0.52 -15.78
H -8.47 3.39 -13.09
H -3.28 2.49 -14.93
H -10.53 4.06 -19.40
H -7.68 -0.40 -17.80
H -6.97 7.45 -16.37
H -2.34 0.54 -20.55
H -8.05 1.53 -11.08
H -3.58 3.74 -11.54
H -8.66 1.10 -12.61
H -7.30 6.25 -15.19
H -12.61 5.25 -16.56
H -6.18 5.17 -20.01
H -7.14 3.75 -20.52
H -8.64 5.31 -18.49
H -3.65 0.01 -12.65
H -2.27 1.93 -19.54
H -6.88 2.21 -21.95
H -5.01 2.72 -11.96
H -3.46 3.73 -22.51
H -10.51 9.56 -16.41
H -11.82 7.60 -15.17
H -2.57 6.88 -14.32
H -7.19 -1.25 -20.23
H -10.31 4.31 -16.89
H -12.12 4.25 -18.79
H -5.93 0.29 -20.71
H -5.69 0.66 -23.15
H -7.28 -2.43 -22.33
H -13.24 7.17 -16.11
H -6.02 2.96 -23.26
H -3.68 2.18 -10.93
H -2.15 2.21 -12.81
H -9.73 7.96 -16.11
H -3.60 6.46 -12.24
H -9.11 -0.03 -17.40
H -4.62 5.49 -14.22
H -4.55 -0.52 -21.23
H -9.17 1.81 -19.00
H -12.17 9.92 -18.29
H -6.32 5.85 -16.57
H -4.56 5.01 -22.50
H -2.57 2.14 -21.30
H -8.55 -2.29 -19.87
H -4.09 1.52 -22.90
H -9.98 -0.34 -19.58
H -13.52 8.95 -17.85
H -8.73 -1.98 -23.32
H -3.76 1.19 -17.88
H -8.82 -3.25 -21.95
H -6.73 5.02 -21.65
H -9.52 8.70 -17.64
H -5.01 9.06 -12.90

=====

Look up the HOMO energy of the third one.
-4.76 eV

=====

What is the formula in the first record?
C5H6O